[1]
Density functional theory data (ωB97M-V/def2-TZVPD) for a molecular structure, C32H28F3O4PdSe4.

Properties
* M: 955.826 u
* charge: -1
* multiplicity: 5
* ΔE to the lowest compared entry with this formula, charge and spin: 97.85 kJ/mol
* ⟨S²⟩: 6.03

Atoms and positions in Å:
Pd1 0.52504 -2.30965 -1.47330
Se1 0.01471 -2.83220 -3.75367
Se2 0.02521 -3.19155 -6.50491
Se3 2.06252 -1.10301 -6.18463
Se4 1.59984 -1.20203 -3.92160
C1 1.39546 2.71967 2.68493
C2 1.72093 1.32321 2.18082
C3 2.93766 0.72655 2.86169
O1 1.92403 1.38154 0.78284
C4 1.12401 0.38044 0.15213
C5 -0.01081 0.15465 1.15182
O2 0.62765 0.46134 2.39554
C6 -0.63437 -1.29821 1.14635
O3 0.21391 -2.22136 0.56886
C7 -2.03002 -1.21215 0.46462
C8 -2.41625 -2.10617 -0.52093
C9 -3.64297 -1.98414 -1.16507
C10 -4.53145 -0.98453 -0.80080
C11 -4.19024 -0.12709 0.23780
C12 -2.95675 -0.24362 0.85844
C13 -0.94273 -1.81585 2.57835
C14 -0.85865 -3.19361 2.77167
C15 -1.13978 -3.76496 4.00557
C16 -1.51584 -2.96749 5.07788
C17 -1.62637 -1.59765 4.89032
C18 -1.34845 -1.02743 3.65341
C19 0.71306 0.82221 -1.27008
O4 0.16857 -0.28066 -1.94667
C20 -0.32922 1.94535 -1.19130
C21 0.01768 3.22401 -0.75243
C22 -0.94146 4.22362 -0.66583
C23 -2.25922 3.96174 -1.02284
C24 -2.60824 2.69262 -1.46222
C25 -1.64750 1.68980 -1.54678
C26 1.95363 1.31025 -2.05464
C27 3.24151 0.88313 -1.74536
C28 4.31866 1.21511 -2.56083
C29 4.12508 1.97261 -3.70605
C30 2.84139 2.39162 -4.03363
C31 1.77055 2.06443 -3.21352
H1 2.21185 3.40381 2.44309
H2 1.24901 2.69716 3.76666
H3 0.48174 3.06916 2.20274
H4 3.81305 1.35224 2.67595
H5 3.11175 -0.27706 2.47079
H6 2.76032 0.65741 3.93663
H7 1.69180 -0.54031 0.05193
H8 -0.79965 0.88338 0.96655
H9 -1.78205 -2.94124 -0.76311
H10 -3.89658 -2.67853 -1.95798
H11 -5.48445 -0.88357 -1.30768
H12 -4.88467 0.63809 0.56583
H13 -2.70782 0.44090 1.66064
H14 -0.54896 -3.80922 1.93785
H15 -1.06373 -4.83965 4.12596
H16 -1.71396 -3.40584 6.04931
H17 -1.92775 -0.95953 5.71444
H18 -1.43965 0.04465 3.54966
H19 1.04573 3.42723 -0.47802
H20 -0.65769 5.21390 -0.32649
H21 -3.00656 4.74449 -0.95864
H22 -3.63377 2.47311 -1.73708
H23 -1.90937 0.69299 -1.88006
H24 3.42003 0.27896 -0.86746
H25 5.31228 0.86900 -2.29957
H26 4.96461 2.23102 -4.34177
H27 2.67109 2.96501 -4.93706
H28 0.77073 2.37886 -3.48737
F1 -0.06518 -4.85620 -0.47463
C32 0.96184 -4.16460 -1.04870
F2 1.38159 -4.97757 -2.06460
F3 1.98361 -4.20857 -0.15377

[2]
Density functional theory data (ωB97M-V/def2-TZVPD) for 6 unconnected molecules or ions with the total composition C47H48N3O22P.

Properties
* M: 1037.874 u
* ΔE to the lowest compared entry with this formula, charge and spin: 247.73 kJ/mol

Atoms and positions in Å:
H1 4.41380 0.43285 5.09313
N1 3.97289 0.36181 4.16697
C1 4.26071 -0.76838 3.65927
N2 5.09668 -1.69280 4.46410
N3 3.80450 -1.20992 2.35703
C2 2.33127 -1.19466 2.26498
C3 1.80667 -1.01879 0.76830
C4 1.31547 -2.41654 0.17505
C5 -0.19373 -2.38255 -0.28283
P1 -1.37407 -3.21431 0.92411
C6 -1.15887 -5.10312 0.82875
C7 -0.30544 -5.52532 2.07643
C8 -0.24136 -7.07379 2.35520
C9 -1.61024 -7.82240 2.34077
O1 -1.58028 -9.01994 2.22452
O2 -2.86059 -7.21256 2.50216
C10 -3.11684 -2.86346 0.25325
C11 -3.58574 -1.43264 0.71348
C12 -4.90533 -1.40428 1.54460
C13 -5.53678 -2.55031 2.15775
C14 -6.74905 -2.40444 2.95453
C15 -7.32817 -1.09400 3.15288
C16 -6.71537 0.05953 2.52260
C17 -5.51491 -0.07485 1.73131
H2 5.73849 -2.11173 3.78015
H3 4.44063 -2.41096 4.79710
H4 4.24845 -0.67582 1.60547
H5 1.85950 -2.13114 2.66771
H6 1.92186 -0.34076 2.86814
H7 0.99537 -0.24653 0.71581
H8 2.69320 -0.66714 0.17973
H9 1.94319 -2.59796 -0.74017
H10 1.50949 -3.25674 0.89657
H11 -0.37192 -2.81934 -1.30186
H12 -0.50238 -1.30397 -0.31989
H13 -2.19382 -5.51931 0.80414
H14 -0.67690 -5.38054 -0.14963
H15 -0.61788 -4.97634 3.00408
H16 0.75058 -5.19020 1.86591
H17 0.16276 -7.19204 3.40172
H18 0.45081 -7.64105 1.69232
H19 -3.25925 -7.22007 1.61002
H20 -3.78956 -3.70046 0.54606
H21 -2.99702 -2.85089 -0.86720
H22 -2.78311 -1.04007 1.40766
H23 -3.60816 -0.69531 -0.13373
H24 -5.11618 -3.56965 2.04284
H25 -7.20185 -3.30246 3.43898
H26 -8.23669 -0.96848 3.78685
H27 -7.13143 1.10347 2.64764
H28 -5.03185 0.81519 1.26747
O3 -2.16200 -1.31354 -2.84500
C18 -2.66870 -0.38223 -3.44684
C19 -3.90996 0.25692 -3.01402
C20 -4.43447 1.26516 -3.71852
O4 -5.57291 1.87078 -3.34046
C21 -3.78043 1.77015 -4.96477
O5 -4.30241 2.67805 -5.58534
C22 -2.52732 1.14662 -5.38378
C23 -2.00142 0.14119 -4.67772
O6 -0.84718 -0.44835 -5.04137
H29 -4.37480 -0.11883 -2.11297
H30 -5.73820 2.55983 -4.01267
H31 -2.05525 1.53291 -6.27664
H32 -0.68581 -1.14117 -4.37282
O7 -7.59066 3.47309 3.52578
C24 -7.78728 3.59622 4.72129
C25 -8.41375 2.55215 5.52899
C26 -8.62364 2.74061 6.83563
O8 -9.19579 1.79492 7.60072
C27 -8.23290 4.01441 7.51378
O9 -8.45945 4.15017 8.70154
C28 -7.58454 5.04943 6.71041
C29 -7.37175 4.85921 5.40472
O10 -6.77521 5.79450 4.64387
H33 -8.69362 1.63650 5.02648
H34 -9.23532 2.17457 8.49972
H35 -7.29073 5.95906 7.21580
H36 -6.74162 5.41704 3.74398
O11 10.56028 0.89167 0.68632
C30 9.92561 -0.06626 1.08741
C31 9.27461 -1.01517 0.18667
C32 8.57415 -2.04389 0.67605
O12 7.96915 -2.92812 -0.13558
C33 8.42569 -2.25772 2.14464
O13 7.76061 -3.19633 2.54664
C34 9.09396 -1.32252 3.04725
C35 9.79935 -0.29666 2.55922
O14 10.42558 0.57560 3.36717
H37 9.38486 -0.84662 -0.87581
H38 7.53179 -3.57011 0.45647
H39 8.99222 -1.49881 4.10951
H40 10.85867 1.21833 2.77284
O15 0.48630 6.04250 -11.39130
C36 0.20140 5.29325 -10.47630
C37 -0.80998 4.24503 -10.59944
C38 -1.09959 3.45708 -9.55949
O16 -2.02471 2.48465 -9.65013
C39 -0.40976 3.61745 -8.24213
O17 -0.71643 2.88985 -7.31380
C40 0.61756 4.64902 -8.12586
C41 0.90971 5.43501 -9.16710
O18 1.85218 6.38962 -9.08637
H41 -1.30282 4.14087 -11.55612
H42 -2.04894 2.06298 -8.77073
H43 1.12109 4.74314 -7.17360
H44 1.86978 6.81476 -9.96557
O19 6.24737 4.63560 -2.14386
C42 6.08654 3.62209 -1.49097
C43 6.33811 3.55992 -0.05288
C44 6.16186 2.41665 0.61766
O20 6.38423 2.33720 1.94167
C45 5.70874 1.16987 -0.07273
O21 5.57940 0.14257 0.57362
C46 5.43420 1.23638 -1.50387
C47 5.60685 2.38080 -2.17414
O22 5.35939 2.46937 -3.49066
H45 6.66733 4.46783 0.43307
H46 6.18635 1.41354 2.18997
H47 5.09050 0.33161 -1.98661
H48 5.56241 3.39379 -3.73321

[3]
Density functional theory data (ωB97M-V/def2-TZVPD) for a molecular structure, C20H22Ge2N2O4Sn.

Properties
* M: 618.337 u
* charge: +1
* multiplicity: 2
* DFT total energy: -151123.79550 eV
* ⟨S²⟩: 0.76

Atoms and positions in Å:
Sn1 0.60456 0.13073 -2.19722
O1 -0.58756 5.54656 0.08203
C1 0.75120 5.43863 -0.08602
O2 1.50075 6.27860 0.33257
C2 1.33430 4.25228 -0.67177
C3 2.69122 3.91550 -0.56440
N1 2.82936 2.64592 -0.98497
N2 1.68215 2.09441 -1.35377
C4 0.75837 3.05126 -1.18883
C5 -0.67776 2.72691 -1.48880
O3 -1.57263 3.51028 -1.31458
O4 -0.88126 1.51161 -1.84516
H1 -1.09405 4.96752 -0.58058
H2 3.52797 4.51455 -0.14032
H3 3.70296 2.18951 -0.88590
C6 -3.52363 -2.42224 1.06342
Ge1 -2.68917 -1.80476 -0.56851
C7 -3.36819 -0.11379 -1.30587
C8 -2.97950 -3.22091 -1.83213
Ge2 -0.32956 -1.47786 0.06083
C9 1.09062 -2.76000 0.16046
C10 1.74376 -2.96346 1.35560
C11 2.67782 -4.00215 1.46196
C12 2.87397 -4.89004 0.38619
C13 2.20195 -4.63782 -0.79969
C14 1.33458 -3.57893 -0.93349
C15 0.12577 0.18884 1.00717
C16 1.36759 0.42363 1.55579
C17 1.73503 1.64442 2.09224
C18 0.83028 2.68709 2.08824
C19 -0.50133 2.41610 1.82318
C20 -0.84927 1.18220 1.31597
H4 -3.06853 -2.00936 1.95745
H5 -3.45895 -3.50785 1.12488
H6 -4.54681 -2.12079 1.02287
H7 -2.77783 0.16727 -2.18729
H8 -3.54032 0.76462 -0.71308
H9 -4.33659 -0.56576 -1.59901
H10 -3.98907 -3.59378 -1.66984
H11 -2.19677 -4.01257 -1.74720
H12 -2.88433 -2.83628 -2.88201
H13 1.53908 -2.31391 2.20364
H14 3.19776 -4.15206 2.39190
H15 3.39987 -5.82660 0.42108
H16 2.52752 -5.28961 -1.69136
H17 0.78711 -3.47271 -1.85117
H18 2.13543 -0.34354 1.51664
H19 2.79615 1.86741 2.38816
H20 1.23749 3.60833 2.39724
H21 -1.30057 3.17267 1.86017
H22 -1.83089 1.01993 1.01328

[4]
Density functional theory data (ωB97M-V/def2-TZVPD) for a single C2H4N4O2 molecule.

Properties
* M: 116.080 u
* ΔE to the lowest compared entry with this formula, charge and spin: 498.45 kJ/mol

Atoms and positions in Å:
H1 2.58352 1.20829 -0.29863
N1 2.85815 0.08299 -0.02822
C1 1.50062 -0.20569 -0.02077
O1 1.12520 -1.59817 -0.02922
N2 -0.28917 -1.84552 -0.04592
C2 -0.66064 -0.59410 0.07482
N3 -1.95969 -0.29915 -0.03089
N4 0.35749 0.39772 0.22616
O2 -0.35467 1.54153 -0.14463
H2 -2.21536 0.54873 -0.55677
H3 -2.56219 -1.12866 0.17113
H4 -0.38325 1.89202 0.68294

[5]
Density functional theory data (ωB97M-V/def2-TZVPD) for a single C23H13N3O2S molecule.

Properties
* M: 395.443 u
* ΔE to the lowest compared entry with this formula, charge and spin: 229.37 kJ/mol

Atoms and positions in Å:
N1 -3.21294 -5.37880 -0.45004
C1 -2.82661 -4.25261 -0.24189
C2 -2.42997 -2.87090 -0.23828
C3 -3.14616 -1.69870 0.42823
C4 -4.57569 -1.78494 0.81185
C5 -5.14016 -1.17454 1.83298
C6 -6.47753 -1.79867 2.17168
C7 -6.96583 -2.48061 1.16402
S1 -5.69088 -2.79027 -0.05795
C8 -2.29827 -0.63999 0.67519
C9 -0.96543 -0.54264 0.12257
C10 0.11148 0.46642 0.51202
C11 1.27842 0.51145 -0.21776
C12 2.31250 1.42748 0.10042
C13 1.96184 2.43408 1.07327
C14 2.53358 3.64712 1.12417
C15 3.69603 3.84537 0.43343
C16 4.10759 2.96146 -0.59569
C17 5.18207 3.28752 -1.36650
C18 5.58531 2.46796 -2.47698
C19 4.98601 1.18629 -2.48112
C20 3.97533 0.80625 -1.62158
C21 3.41952 1.74888 -0.71179
O1 0.91373 2.24688 1.86611
C22 0.05430 1.29050 1.68123
O2 -0.87222 1.02257 2.52832
N2 -0.48791 -1.55337 -0.59882
C23 -1.15378 -2.62532 -0.79571
N3 -0.49554 -3.42629 -1.65019
H1 -4.51743 -0.62484 2.54482
H2 -6.79262 -1.83652 3.21804
H3 -7.95089 -2.95240 1.18869
H4 -2.69852 0.22241 1.23104
H5 1.51010 -0.10594 -1.09867
H6 2.16062 4.38476 1.87024
H7 4.19808 4.78637 0.65563
H8 5.60616 4.30074 -1.18487
H9 6.37176 2.78215 -3.09017
H10 5.49074 0.41783 -3.09444
H11 3.52443 -0.14341 -1.79695
H12 -0.69890 -4.42584 -1.56166
H13 0.41764 -3.13788 -1.90289

[6]
Density functional theory data (ωB97M-V/def2-TZVPD) for 2 unconnected molecules or ions with the total composition C3H3Cl2OP.

Properties
* M: 156.936 u
* ΔE to the lowest compared entry with this formula, charge and spin: 79.95 kJ/mol

Atoms and positions in Å:
C1 -0.61748 0.56504 1.64054
C2 0.40403 -0.07724 1.02832
C3 0.29268 -0.95113 -0.09324
O1 0.03256 -2.02312 -0.47150
P1 1.04851 0.25120 -2.25634
Cl1 -0.05557 -1.16579 -3.08204
Cl2 -0.31879 1.65323 -1.91841
H1 -0.71663 1.19440 2.51879
H2 -1.59206 0.43736 1.28971
H3 1.52276 0.11606 1.34418